Version one
This record from the OMol25 dataset describes a structure of composition C3H5FO. The level of theory is ωB97M-V/def2-TZVPD.

Geometry as ORCA input:
```
! RIJCOSX wB97M-V def2-TZVPD def2/J DEFGRID3
* xyz 0 1
F -1.90 -0.01 -0.36
O 1.36 -0.03 -0.29
C -0.73 0.00 0.32
C 0.37 1.02 -0.09
C 0.33 -1.03 -0.08
H -1.06 0.05 1.30
H 0.73 -1.82 0.59
H 0.08 -1.50 -1.01
H 0.10 1.58 -0.99
H 0.72 1.74 0.62
*
```

Properties
HOMO energy in eV: -10.01
Frontier orbital gap in eV: 11.1

Mulliken atomic charge list, values in e, 4 entries:
1. F -0.313
2. O -0.391
3. C 0.223
4. C -0.383

=====

Version two
This record from the OMol25 dataset describes an isolated molecule of C3H5FO. The level of theory is ωB97M-V/def2-TZVPD.

Geometry as ORCA input:
```
! RIJCOSX wB97M-V def2-TZVPD def2/J DEFGRID3
* xyz 0 1
F 0.03 -1.40 1.08
O 0.00 1.12 -1.10
C -0.05 -1.08 -0.29
C -0.61 0.33 -0.18
C 0.53 1.28 0.33
H -1.50 0.61 -0.02
H 1.59 0.70 0.68
H 1.04 -0.90 -0.66
H -0.62 -2.14 -0.80
H 0.05 2.18 0.68
*
```

Properties
HOMO energy in eV: -10.57
Frontier orbital gap in eV: 11.7
SMILES: FC[C@H]1CO1

Mulliken atomic charge list, values in e, 4 entries:
1. F -0.269
2. O -0.415
3. C -0.401
4. C -0.132

=====

Version three
This record from the OMol25 dataset describes an isolated molecule of C3H5FO. The level of theory is ωB97M-V/def2-TZVPD.

Geometry as ORCA input:
```
! RIJCOSX wB97M-V def2-TZVPD def2/J DEFGRID3
* xyz 0 1
F -1.03 -1.38 -1.21
O 0.39 1.77 -0.16
C 0.13 -0.69 0.69
C 0.39 0.39 -0.35
C -0.88 -0.44 -0.33
H -1.82 0.05 -0.10
H 0.70 -1.59 0.42
H 1.06 0.07 -1.18
H 0.95 2.18 0.49
H 0.12 -0.35 1.73
*
```

Properties
HOMO energy in eV: -9.93
Frontier orbital gap in eV: 10.8
SMILES: O[C@H]1C[C@@H]1F

Mulliken atomic charge list, values in e, 4 entries:
1. F -0.285
2. O -0.522
3. C -0.705
4. C -0.034

=====

Version four
This record from the OMol25 dataset describes a structure of composition C3H5FO. The level of theory is ωB97M-V/def2-TZVPD.

Geometry as ORCA input:
```
! RIJCOSX wB97M-V def2-TZVPD def2/J DEFGRID3
* xyz 0 1
F -2.14 0.01 0.01
O 1.45 -0.10 -0.22
C 0.23 -1.04 0.14
C 0.32 0.99 0.07
C -0.75 0.06 -0.39
H -0.59 0.09 -1.52
H 0.14 1.19 1.24
H 0.95 2.00 -0.09
H 0.18 -1.28 1.24
H 0.21 -1.93 -0.47
*
```

Properties
HOMO energy in eV: -10.35
Frontier orbital gap in eV: 11.4

Mulliken atomic charge list, values in e, 4 entries:
1. F -0.303
2. O -0.377
3. C -0.435
4. C -0.428

=====

Which is more stable than every other structure shown? version one is more stable than every other one.